Entry from the OMol25 dataset: a structure of composition C20H33N3 at a distorted geometry (ωB97M-V/def2-TZVPD).

Output
HOMO level = -0.292 hartree
Gap between HOMO and LUMO = 8.741 eV
E_tot = -25728.7511 eV
LUMO energy = 0.02874 hartree
ΔE to the lowest compared entry with this formula, charge and spin = 1729.2 kJ/mol

Structure (ORCA input):
```
! RIJCOSX wB97M-V def2-TZVPD def2/J DEFGRID3
* xyz 0 1
C -5.018 -2.234 1.415
C -3.533 -2.773 0.965
C -2.962 -1.950 -0.278
C -1.717 -2.622 -0.745
C -0.625 -2.552 0.145
C 0.684 -2.728 -0.233
H 0.635 -3.706 -0.678
H 1.427 -2.740 0.415
C 1.212 -1.509 -1.311
N 1.563 -0.321 -0.579
C 0.510 0.838 -0.130
N 0.799 1.472 0.740
C 2.243 0.794 1.165
H 2.187 0.716 2.352
H 2.869 1.831 1.121
C 2.617 -0.164 0.426
C 3.962 0.073 -0.477
H 3.896 1.258 -0.633
C 5.358 -0.083 0.042
C 6.368 0.108 -0.757
H 7.298 -0.266 -0.538
H 6.352 1.217 -0.950
H 6.233 -0.368 -1.748
C 5.460 0.589 1.593
H 6.480 0.399 1.588
H 5.638 1.636 1.246
H 4.762 0.138 2.150
H 5.243 -1.105 0.279
H 3.760 -0.295 -1.389
H 2.915 -1.112 0.902
N -0.585 0.845 -0.900
C -1.755 1.459 -0.680
C -2.791 1.422 -1.387
C -4.002 1.961 -1.166
C -4.093 2.839 -0.025
C -2.926 3.213 0.855
C -1.776 2.317 0.393
H -0.946 2.405 1.477
H -3.040 3.692 1.705
H -5.081 3.583 0.273
H -4.743 1.921 -1.652
H -2.905 0.816 -2.040
H -0.767 0.108 -1.639
H 2.161 -2.014 -1.629
H 0.463 -1.319 -2.116
H -0.538 -1.420 0.675
H -0.721 -3.159 1.184
H -1.383 -2.249 -1.623
H -1.840 -3.567 -1.029
H -3.968 -2.064 -1.022
H -2.993 -0.930 -0.066
H -2.994 -2.583 1.769
H -3.561 -3.774 0.661
H -4.954 -1.251 1.640
H -5.648 -2.456 0.625
H -5.415 -2.646 2.419
*
```


Entry from the OMol25 dataset: an isolated molecule of C20H33NO2S (ωB97M-V/def2-TZVPD).

Output
HOMO level = -0.320 hartree
Gap between HOMO and LUMO = 9.317 eV
E_tot = -37696.3798 eV
SMILES string = CC(=O)N(CC[C@]1(C(C)C)CCOC(C)(C)C1)[C@H](C)c1cccs1
LUMO energy = 0.02287 hartree
ΔE to the lowest compared entry with this formula, charge and spin = 21.3 kJ/mol

Structure (ORCA input):
```
! RIJCOSX wB97M-V def2-TZVPD def2/J DEFGRID3
* xyz 0 1
C -1.231 -2.257 -2.526
C -1.852 -1.912 -1.187
O -2.842 -2.507 -0.807
N -1.252 -0.931 -0.458
C -0.248 -0.048 -1.038
C 1.218 -0.508 -0.945
C 1.983 -0.314 0.385
C 1.493 -1.365 1.420
C 1.994 -2.782 1.124
C 1.840 -1.030 2.872
C 1.823 1.118 0.919
C 2.267 2.152 -0.125
O 3.184 1.648 -1.069
C 4.156 0.741 -0.562
C 5.103 1.445 0.421
C 4.957 0.308 -1.793
C 3.489 -0.495 0.101
C -1.906 -0.426 0.763
C -2.330 -1.518 1.747
C -3.060 0.456 0.388
C -4.292 0.118 -0.075
C -5.100 1.240 -0.369
C -4.472 2.418 -0.129
S -2.874 2.183 0.459
H -1.696 -3.176 -2.874
H -0.157 -2.397 -2.467
H -1.446 -1.471 -3.248
H -0.359 0.933 -0.574
H -0.476 0.088 -2.099
H 1.755 0.049 -1.713
H 1.274 -1.563 -1.209
H 0.406 -1.389 1.341
H 1.473 -3.489 1.765
H 1.806 -3.075 0.095
H 3.059 -2.874 1.321
H 2.911 -0.888 3.003
H 1.535 -1.855 3.514
H 1.323 -0.138 3.216
H 2.448 1.221 1.805
H 0.797 1.326 1.220
H 2.692 3.031 0.383
H 1.419 2.494 -0.725
H 4.596 1.713 1.344
H 5.492 2.353 -0.034
H 5.937 0.791 0.662
H 5.434 1.174 -2.245
H 4.293 -0.137 -2.529
H 5.719 -0.414 -1.514
H 4.004 -0.697 1.040
H 3.627 -1.361 -0.546
H -1.159 0.197 1.267
H -2.668 -1.045 2.666
H -1.489 -2.169 1.974
H -3.130 -2.122 1.337
H -4.605 -0.900 -0.215
H -6.106 1.169 -0.740
H -4.841 3.416 -0.258
*
```


Entry from the OMol25 dataset: a structure of composition C20H34AgN3OPS3SbSe2 (ωB97M-V/def2-TZVPD).

Output
HOMO level (alpha / beta) = -0.135 / -0.133 hartree
Gap between HOMO and LUMO (alpha / beta) = 5.718 / 5.339 eV
E_tot = -210836.4354 eV
LUMO energy (alpha / beta) = 0.07521 / 0.06277 hartree
ΔE to the lowest compared entry with this formula, charge and spin = 0.0 kJ/mol

Structure (ORCA input):
```
! RIJCOSX wB97M-V def2-TZVPD def2/J DEFGRID3
* xyz -1 2
Ag 0.173 -0.028 -0.513
S 1.715 1.839 3.605
Sb 1.875 -0.346 2.835
S -0.299 -0.738 1.804
S 2.544 -0.275 0.457
C 1.673 0.589 -3.500
Se 0.392 -0.804 -3.063
C -1.220 0.062 -3.731
C -2.446 -0.659 -3.182
Se -2.807 -0.347 -1.294
C -3.470 1.467 -1.524
H 1.981 0.527 -4.541
H 2.519 0.424 -2.835
H 1.237 1.561 -3.282
H -1.226 0.011 -4.820
H -1.206 1.108 -3.419
H -2.354 -1.740 -3.284
H -3.337 -0.341 -3.727
H -4.334 1.475 -2.186
H -2.701 2.133 -1.908
H -3.771 1.813 -0.537
C 1.483 5.450 -0.583
N 0.089 5.287 -1.016
C -0.769 5.511 0.152
N -0.456 4.686 1.310
C 0.956 4.865 1.656
N 1.865 4.613 0.543
C 1.877 3.187 0.199
P 0.217 2.568 -0.347
C -0.120 3.937 -1.561
C -0.752 3.274 1.065
H 1.618 6.496 -0.293
H 2.141 5.235 -1.430
H -1.810 5.341 -0.139
H -0.657 6.559 0.445
H 1.211 4.189 2.474
H 1.092 5.901 1.982
H 2.178 2.608 1.074
H 2.603 2.989 -0.594
H -1.150 3.868 -1.926
H 0.535 3.814 -2.431
H -0.492 2.686 1.950
H -1.824 3.147 0.879
C 2.264 -6.281 3.261
C 1.300 -5.485 2.426
C 1.597 -5.137 1.119
C 0.724 -4.388 0.339
C 1.161 -3.967 -1.036
C -0.496 -3.975 0.897
C -1.465 -3.153 0.150
O -1.549 -3.066 -1.062
C -0.802 -4.297 2.232
C -2.056 -3.801 2.903
C 0.091 -5.057 2.966
H 3.186 -6.482 2.715
H 1.829 -7.238 3.558
H 2.522 -5.740 4.173
H 2.552 -5.431 0.697
H 2.174 -4.318 -1.234
H 1.164 -2.877 -1.090
H 0.491 -4.335 -1.809
H -2.189 -2.604 0.771
H -2.959 -4.118 2.379
H -2.054 -2.710 2.952
H -2.107 -4.182 3.923
H -0.146 -5.297 3.998
*
```


Entry from the OMol25 dataset: a structure of composition C20H34Cl2N3O4Rh at a distorted geometry (ωB97M-V/def2-TZVPD).

Output
HOMO level (alpha / beta) = -0.221 / -0.298 hartree
Gap between HOMO and LUMO (alpha / beta) = 6.467 / 7.198 eV
E_tot = -62000.6155 eV
LUMO energy (alpha / beta) = 0.01652 / -0.03387 hartree
ΔE to the lowest compared entry with this formula, charge and spin = 209.2 kJ/mol

Structure (ORCA input):
```
! RIJCOSX wB97M-V def2-TZVPD def2/J DEFGRID3
* xyz 0 5
O 0.621 -0.331 -3.057
C -0.471 0.235 -3.276
C -0.423 1.689 -3.745
C 0.279 2.708 -3.098
H 0.554 2.559 -2.047
C 0.560 3.893 -3.768
H 1.147 4.674 -3.270
C 0.068 4.082 -5.072
H 0.283 4.992 -5.610
C -0.700 3.085 -5.680
H -1.121 3.228 -6.683
C -0.931 1.892 -5.024
H -1.529 1.103 -5.492
H -1.175 -0.297 -3.969
C -2.526 -1.119 -1.794
C -1.741 0.175 -1.503
H -3.438 -1.037 -2.435
H -2.821 -1.485 -0.797
H -1.847 -1.816 -2.246
C -2.470 1.382 -1.502
C -3.930 1.556 -1.361
H -1.921 2.298 -1.709
H -4.427 2.002 -2.240
H -4.139 2.208 -0.501
H -4.478 0.646 -1.138
Rh -0.771 -0.019 0.049
Cl -0.007 2.173 0.185
Cl -2.659 -0.061 1.269
H 4.667 1.409 -2.627
H 4.845 1.669 -0.247
C 3.579 1.502 -2.540
C 3.760 1.599 -0.078
N 3.158 1.003 -1.252
H 3.099 0.971 -3.356
C 2.376 -0.089 -1.151
O 1.670 -0.388 -0.149
H 3.549 0.971 0.780
H 2.439 -0.762 -2.000
H 3.335 2.566 -2.622
H 3.374 2.613 0.070
H -0.555 -5.383 0.679
H 1.340 -5.740 -1.351
C -1.034 -4.856 -0.159
C 0.739 -4.994 -1.892
N -0.025 -4.182 -0.958
H -1.753 -4.126 0.227
C 0.161 -2.846 -0.847
O -0.567 -2.167 -0.064
H 1.395 -4.356 -2.491
H 0.939 -2.408 -1.478
H -1.527 -5.595 -0.794
H 0.037 -5.537 -2.548
C 0.318 0.121 4.716
N -0.345 -1.039 4.142
C -1.094 -1.925 5.007
C -0.336 -1.204 2.810
O 0.142 -0.350 2.042
H 0.214 0.041 5.801
H -0.140 1.064 4.397
H 1.379 0.146 4.477
H -2.161 -1.873 4.741
H -0.737 -2.955 4.833
H -0.924 -1.610 6.036
H -0.797 -2.152 2.432
*
```


Which of these has the lowest E_tot?
C20H34AgN3OPS3SbSe2


What is the ΔE to the lowest compared entry with this formula, charge and spin in the second record?
21.3 kJ/mol